# 1
Below is a single C2H2O2S molecule, with properties calculated with the ωB97M-V functional and the def2-TZVPD basis.

Last column: Löwdin charge in e.
Element x y z (Å)
C -0.84 -0.31 0.18  -0.4237
C 0.51 -0.30 0.46  -0.3095
O -1.38 -0.05 -0.86  0.0545
O 0.73 1.30 -1.61  -0.4739
S 1.47 0.59 -0.63  0.9886
H -1.34 -0.61 1.04  0.0905
H 0.86 -0.62 1.44  0.0736

For the HOMO energy (spin up / spin down), the calculation gives -9.67 / -9.67 eV. As for the multiplicity: 1. The calculation puts the molar mass at 90.1 g/mol. As for the HOMO-LUMO gap (spin up / spin down): 8.09 / 8.09 eV. Its strongest force on any atom is 5.1 eV/A. As for the charge: 0. The calculated total energy comes out at -17033.893 eV. The calculation puts the energy above the lowest of the compared OMol25 structures with the same formula, charge and spin at 49.16 kcal/mol. As for the lowest unoccupied orbital energy (spin up / spin down): -1.57 / -1.57 eV.

# 2
Below is a single C5H10N2O molecule, with properties calculated with the ωB97M-V functional and the def2-TZVPD basis.

Last column: Löwdin charge in e.
Element x y z (Å)
C 1.58 1.34 1.69  -0.0782
C 0.62 0.23 1.46  -0.2090
N 0.72 -0.47 0.35  0.0221
C -0.36 -1.45 0.30  -0.1511
C -1.50 -0.49 -0.04  -0.4647
O -2.65 -0.52 0.35  0.0837
N -1.04 0.32 -1.11  -0.0340
C -0.34 -0.08 -2.31  -0.0993
H 1.14 2.07 2.37  0.0688
H 1.86 1.83 0.76  0.0749
H 2.49 0.98 2.17  0.0774
H 0.25 -0.26 2.37  0.1233
H -0.56 -1.94 1.26  0.1177
H -0.19 -2.16 -0.51  0.1146
H -1.60 1.15 -1.23  0.1270
H 0.51 -0.68 -2.00  0.0642
H 0.01 0.80 -2.86  0.0832
H -0.95 -0.65 -3.01  0.0793

As for the structure (SMILES): C/C=N/CC(=O)NC. For the HOMO energy, the calculation gives -8.87 eV. As for the multiplicity: 1. The calculation puts the molar mass at 114.1 g/mol. As for the HOMO-LUMO gap: 9.70 eV. Its strongest force on any atom is 4.1 eV/A. As for the charge: 0. The calculated total energy comes out at -10373.215 eV. The calculation puts the energy above the lowest of the compared OMol25 structures with the same formula, charge and spin at 48.19 kcal/mol. As for the lowest unoccupied orbital energy: 0.83 eV.

# 3
Below is 2 unconnected molecules or ions with the total composition C11H14, with properties calculated with the ωB97M-V functional and the def2-TZVPD basis.

Last column: Löwdin charge in e.
Element x y z (Å)
C -3.12 -3.30 2.86  0.1186
C -2.31 -3.34 1.96  -0.1335
C -1.39 -3.49 0.85  -0.1307
C -0.72 -2.49 0.25  -0.1285
C -0.74 -1.15 0.78  -0.1333
C -0.72 -0.04 1.29  0.1221
H -3.83 -3.31 3.69  0.0391
H -1.29 -4.51 0.47  0.1105
H -0.06 -2.69 -0.61  0.1150
H -0.69 0.92 1.79  0.0391
C 3.27 1.98 -0.23  -0.0999
C 2.52 2.05 -1.57  -0.2451
C 1.04 1.85 -1.50  -0.3210
C 0.13 2.93 -1.00  -0.1460
C 0.24 2.71 -2.48  -0.1288
H 4.32 2.26 -0.35  0.0662
H 3.25 1.00 0.24  0.0647
H 2.79 2.68 0.47  0.0677
H 2.71 3.02 -2.05  0.1048
H 2.93 1.30 -2.27  0.1112
H 0.68 0.83 -1.33  0.1202
H 0.58 3.82 -0.58  0.1009
H -0.79 2.61 -0.52  0.0874
H -0.60 2.31 -3.06  0.0964
H 0.80 3.49 -3.04  0.1028

As for the structure (SMILES): C#C/C=C\C#C.CCC1CC1. For the HOMO energy, the calculation gives -9.03 eV. As for the multiplicity: 1. The calculation puts the molar mass at 146.2 g/mol. As for the HOMO-LUMO gap: 9.28 eV. Its strongest force on any atom is 1.6 eV/A. As for the charge: 0. The calculated total energy comes out at -11628.682 eV. The calculation puts the energy above the lowest of the compared OMol25 structures with the same formula, charge and spin at 85.10 kcal/mol. As for the lowest unoccupied orbital energy: 0.26 eV.

# 4
Below is a molecular structure, C14H29NPbSi2, with properties calculated with the ωB97M-V functional and the def2-TZVPD basis.

Last column: Löwdin charge in e.
Element x y z (Å)
C -0.86 1.10 -2.05  -0.2053
C 0.53 0.91 -2.34  -0.2028
C 1.30 1.71 -1.41  -0.1852
C 0.36 2.40 -0.56  -0.2590
C -0.97 2.01 -0.96  -0.2335
Pb 0.17 -0.20 0.54  1.3012
N -1.85 -0.74 0.99  -0.1982
C 0.04 -2.70 -0.19  -0.1681
C 1.07 -2.20 -0.97  -0.1403
H 2.37 1.84 -1.40  0.0793
H 0.94 0.31 -3.14  0.0774
H 0.62 3.19 0.14  0.0761
H -1.90 2.43 -0.57  0.0911
H -1.69 0.69 -2.61  0.0859
H 0.92 -2.01 -2.03  0.0632
H -0.95 -2.89 -0.61  0.0733
H -2.75 -1.23 0.79  -0.0432
H 2.11 -2.05 -0.62  0.0652
H 0.15 -2.96 0.87  0.0186
C -0.78 -1.73 4.18  -0.1794
Si 0.87 -1.07 3.60  0.3572
C 2.01 -0.48 4.97  -0.1827
C 1.86 -2.54 2.92  -0.1828
C 0.66 0.54 2.65  -0.4787
Si -0.70 1.74 3.17  0.3924
C -0.34 1.99 5.00  -0.1926
C -0.64 3.47 2.45  -0.1857
C -2.49 1.18 2.97  -0.2095
H -0.53 -2.57 4.86  0.0384
H -1.42 -2.12 3.37  0.0269
H -1.37 -0.99 4.76  0.0231
H 2.16 -1.35 5.62  0.0360
H 2.97 -0.17 4.51  0.0481
H 1.58 0.36 5.52  0.0075
H 1.32 -3.25 2.29  0.0089
H 2.80 -2.26 2.41  0.0434
H 2.15 -3.09 3.84  0.0426
H 1.61 1.07 2.41  0.0251
H 0.70 2.36 5.13  0.0410
H -1.04 2.78 5.33  0.0365
H -0.47 1.09 5.62  0.0272
H -1.07 3.60 1.45  0.0200
H -1.24 4.09 3.15  0.0391
H 0.38 3.89 2.44  0.0391
H -2.84 1.15 1.92  0.0130
H -2.70 0.20 3.40  0.0140
H -3.09 1.93 3.50  0.0364

For the HOMO energy (spin up / spin down), the calculation gives -7.28 / -7.29 eV. As for the multiplicity: 1. The calculation puts the molar mass at 474.8 g/mol. As for the HOMO-LUMO gap (spin up / spin down): 5.41 / 5.42 eV. Its strongest force on any atom is 3.0 eV/A. As for the charge: 0. The calculated total energy comes out at -37475.473 eV. The calculation puts the energy above the lowest of the compared OMol25 structures with the same formula, charge and spin at 6.36 kcal/mol. As for the lowest unoccupied orbital energy (spin up / spin down): -1.87 / -1.87 eV.

# 5
Below is a single C20H23N3O3S molecule, with properties calculated with the ωB97M-V functional and the def2-TZVPD basis.

Last column: Löwdin charge in e.
Element x y z (Å)
C 0.02 4.63 -2.83  0.0267
C 0.87 4.59 -3.84  -0.1483
C 0.98 3.49 -4.84  -0.1908
O 0.20 2.35 -4.57  -0.0262
C 0.40 1.58 -3.47  -0.2075
C -0.63 0.67 -3.22  0.0099
C -0.60 -0.19 -2.14  -0.0230
C 0.49 -0.16 -1.27  -0.2156
C 0.55 -1.03 -0.12  -0.1096
N -0.38 -1.86 0.14  0.0898
N -0.26 -2.62 1.24  0.0204
C -1.32 -3.31 1.74  -0.5404
O -2.38 -3.46 1.19  0.0891
C -1.04 -3.92 3.12  -0.5297
C -0.07 -5.09 3.03  -0.1136
S -0.32 -2.63 4.23  0.9696
C -1.18 -1.21 3.57  -0.6167
C -2.57 -1.19 3.51  -0.0739
C -3.16 -0.09 2.91  -0.0484
C -2.36 0.93 2.42  -0.0533
C -0.99 0.81 2.57  -0.1468
N -0.41 -0.24 3.13  0.0489
C 1.53 0.73 -1.52  0.0313
C 1.51 1.60 -2.60  -0.1812
O 2.54 2.47 -2.88  -0.0869
C 3.55 2.67 -1.92  -0.2517
C 4.42 3.82 -2.40  -0.0575
H 0.00 5.46 -2.14  0.0560
H -0.68 3.83 -2.64  0.0654
H 1.57 5.40 -4.01  0.1020
H 2.04 3.22 -4.98  0.1240
H 0.60 3.84 -5.81  0.1338
H -1.47 0.67 -3.90  0.1232
H -1.40 -0.89 -1.96  0.1131
H 1.43 -0.94 0.53  0.1298
H 0.56 -2.49 1.84  0.1184
H -1.99 -4.25 3.54  0.1094
H -0.49 -5.86 2.39  0.0902
H 0.89 -4.78 2.62  0.0728
H 0.10 -5.51 4.02  0.0750
H -3.16 -2.00 3.90  0.1139
H -4.24 -0.04 2.82  0.1112
H -2.79 1.80 1.94  0.1019
H -0.31 1.58 2.22  0.1071
H 2.37 0.74 -0.85  0.1062
H 4.16 1.76 -1.81  0.1261
H 3.10 2.91 -0.94  0.1290
H 4.84 3.58 -3.37  0.0795
H 3.81 4.72 -2.49  0.0706
H 5.22 4.00 -1.69  0.0767

As for the structure (SMILES): C=CCOc1ccc(/C=N/NC(=O)[C@@H](C)Sc2ccccn2)cc1OCC. For the HOMO energy, the calculation gives -7.74 eV. As for the multiplicity: 1. The calculation puts the molar mass at 385.5 g/mol. As for the HOMO-LUMO gap: 8.31 eV. Its strongest force on any atom is 1.1 eV/A. As for the charge: 0. The calculated total energy comes out at -42559.335 eV. The calculation puts the energy above the lowest of the compared OMol25 structures with the same formula, charge and spin at 97.58 kcal/mol. As for the lowest unoccupied orbital energy: 0.57 eV.

# 6
Below is a molecular structure, C18H24AlIN4OSe, with properties calculated with the ωB97M-V functional and the def2-TZVPD basis.

Last column: Löwdin charge in e.
Element x y z (Å)
C -1.14 -0.16 -2.77  -0.8272
I -0.53 1.48 -3.78  -0.0565
H -1.83 -0.91 -3.16  0.0397
H -0.06 -0.57 -2.77  -0.0063
H -1.76 0.65 -2.20  -0.0418
C 0.69 3.75 1.78  -0.1004
C -0.47 3.99 1.15  -0.0912
N -0.96 2.78 0.72  -0.1438
C -0.13 1.76 1.09  -0.1976
N 0.92 2.40 1.71  -0.1576
H 1.38 4.42 2.26  0.0968
H -1.00 4.91 0.96  0.0996
C 1.82 -2.94 -1.00  -0.1142
C 0.05 -1.66 -0.50  -0.3675
N 1.40 -1.66 -0.85  -0.1157
H 0.69 -4.84 -0.88  0.0964
N -0.31 -3.00 -0.52  -0.1089
H 2.85 -3.18 -1.25  0.1000
Al -0.47 -0.12 0.96  0.0198
C -0.92 -0.63 -0.89  -0.3928
O -1.98 -0.48 -0.09  -0.2011
C 0.76 -3.77 -0.81  -0.1045
C -1.66 -3.49 -0.30  -0.0333
H -1.62 -4.58 -0.37  0.0783
H -2.35 -3.11 -1.06  0.0917
H -2.01 -3.20 0.70  0.0683
C 2.26 -0.50 -0.84  -0.0496
H 3.09 -0.67 -1.54  0.0878
H 2.68 -0.33 0.16  0.0663
H 1.71 0.40 -1.15  0.0744
C 2.08 1.79 2.27  -0.0406
H 2.96 2.42 2.07  0.0889
H 2.26 0.80 1.83  0.0643
H 1.98 1.66 3.36  0.0635
C -2.17 2.67 -0.06  -0.0553
H -1.93 2.55 -1.13  0.0518
H -2.73 3.61 0.07  0.0796
H -2.79 1.84 0.27  0.0805
Se -0.61 -1.49 2.93  0.7419
C -0.08 -0.16 4.23  -0.6421
C -0.85 1.00 4.42  -0.1500
C -0.37 2.03 5.21  -0.1146
C 0.86 1.89 5.88  -0.1298
C 1.59 0.69 5.76  -0.1378
C 1.12 -0.34 4.95  -0.1647
H -1.82 1.07 3.91  0.0988
H -0.95 2.95 5.32  0.0936
H 1.23 2.69 6.51  0.0846
H 2.52 0.57 6.31  0.0896
H 1.66 -1.28 4.84  0.0889

For the HOMO energy (spin up / spin down), the calculation gives 2.29 / 1.28 eV. As for the multiplicity: 1. The calculation puts the molar mass at 545.3 g/mol. As for the HOMO-LUMO gap (spin up / spin down): 1.62 / 2.85 eV. Its strongest force on any atom is 5.9 eV/A. As for the charge: -2. The calculated total energy comes out at -107098.732 eV. As for the lowest unoccupied orbital energy (spin up / spin down): 3.91 / 4.14 eV.

# 7
Below is 2 unconnected molecules or ions with the total composition C7H21N4, with properties calculated with the ωB97M-V functional and the def2-TZVPD basis.

Last column: Löwdin charge in e.
Element x y z (Å)
C -2.22 0.62 -1.98  -0.0769
C -2.79 -1.30 0.32  -0.1309
C 1.96 1.93 0.16  -0.0527
C 3.54 -1.16 1.33  -0.1283
C -2.49 1.36 -0.60  -0.1917
C -1.81 0.89 0.69  -0.2301
C -0.06 0.76 0.49  -0.1803
N 0.54 -0.41 0.29  0.2277
N -2.26 -0.34 1.18  -0.1320
N 0.61 1.85 0.46  0.0401
N 2.95 -1.29 0.01  -0.0925
H -2.20 -0.44 -2.05  0.0486
H -1.21 0.90 -2.28  0.0644
H -2.85 1.06 -2.75  0.0772
H -2.11 -1.84 -0.28  0.0564
H -3.23 -2.12 0.99  0.1241
H -3.63 -0.71 -0.22  0.1095
H 2.31 3.00 -0.13  0.1477
H 2.58 1.71 0.99  0.0723
H 2.24 1.27 -0.60  0.0652
H 3.49 -0.06 1.43  0.0530
H 2.83 -1.76 2.08  0.1383
H 4.58 -1.49 1.35  0.0781
H -2.31 2.38 -0.67  0.0787
H -3.63 1.20 -0.44  0.1402
H -2.02 1.80 1.40  0.1771
H 1.60 -0.61 0.29  0.0354
H -0.12 -1.06 0.39  0.0404
H -2.41 -0.43 2.19  0.1417
H 0.21 2.66 0.74  0.1137
H 3.36 -0.71 -0.71  0.0957
H 2.98 -2.23 -0.31  0.0896

For the HOMO energy, the calculation gives -12.13 eV. As for the multiplicity: 1. The calculation puts the molar mass at 161.3 g/mol. As for the HOMO-LUMO gap: 9.76 eV. Its strongest force on any atom is 5.1 eV/A. As for the charge: +1. The calculated total energy comes out at -13552.044 eV. The calculation puts the energy above the lowest of the compared OMol25 structures with the same formula, charge and spin at 43.07 kcal/mol. As for the lowest unoccupied orbital energy: -2.38 eV.